Model w:
Formula: C14H16
Source: OMol25
Level of theory: ωB97M-V/def2-TZVPD

Output
highest occupied orbital energy = -9.0 eV
lowest unoccupied orbital energy = 0.956 eV
HOMO-LUMO gap = 9.9 eV

Bonds (Å) are listed after each position.
Element x y z (Å)
1 C 4.21167 -0.12637 -3.85892  C2 1.521, H8 1.091, H9 1.084, H10 1.085
2 C 3.31169 -0.24272 -2.63776  C1 1.521, C3 1.394, C7 1.385
3 C 1.98749 0.17403 -2.76641  C2 1.394, C4 1.388, H11 1.080
4 C 1.14499 -0.01493 -1.67930  C3 1.388, C5 1.390, H12 1.084
5 C 1.60390 -0.49013 -0.45662  C4 1.390, C6 1.392, H13 1.083
6 C 2.91976 -0.93746 -0.38081  C5 1.392, C7 1.389, H14 1.081
7 C 3.72483 -0.93595 -1.51276  C2 1.385, C6 1.389, H15 1.080
8 H 5.06316 0.51725 -3.63257  C1 1.091
9 H 3.72269 0.39550 -4.67408  C1 1.084
10 H 4.51252 -1.13087 -4.13618  C1 1.085
11 H 1.53185 0.65260 -3.62097  C3 1.080
12 H 0.11313 0.31692 -1.68700  C4 1.084
13 H 1.00691 -0.75435 0.40711  C5 1.083
14 H 3.34519 -1.26272 0.55775  C6 1.081
15 H 4.71215 -1.37404 -1.51301  C7 1.080
16 C -3.91283 2.11491 2.82337  C17 1.499, H23 1.087, H24 1.096, H25 1.095
17 C -3.24781 0.87966 2.29461  C16 1.499, C18 1.398, C22 1.399
18 C -2.99811 -0.20765 3.13635  C17 1.398, C19 1.396, H26 1.081
19 C -2.36802 -1.35262 2.64580  C18 1.396, C20 1.386, H27 1.084
20 C -1.88708 -1.38583 1.34676  C19 1.386, C21 1.387, H28 1.080
21 C -1.96031 -0.20728 0.61989  C20 1.387, C22 1.379, H29 1.055
22 C -2.67411 0.90347 1.01855  C17 1.399, C21 1.379, H30 1.080
23 H -3.65281 3.03080 2.29985  C16 1.087
24 H -3.67831 2.30224 3.87756  C16 1.096
25 H -4.99541 2.02374 2.96278  C16 1.095
26 H -3.48749 -0.07741 4.09193  C18 1.081
27 H -2.50570 -2.19173 3.31773  C19 1.084
28 H -1.44320 -2.29794 0.97549  C20 1.080
29 H -1.33237 -0.10615 -0.22132  C21 1.055
30 H -2.76834 1.78504 0.40216  C22 1.080

These are the natural (NBO) partial charges, in e, on atoms 1 to 5: -0.63, 0.00, -0.22, -0.20, -0.23



Model x:
Formula: C14H16
Source: OMol25
Level of theory: ωB97M-V/def2-TZVPD

Output
highest occupied orbital energy = -8.9 eV
lowest unoccupied orbital energy = 0.921 eV
HOMO-LUMO gap = 9.8 eV

Bonds (Å) are listed after each position.
Element x y z (Å)
1 C 0.48054 0.31281 3.95464  C2 1.497, H8 1.099, H9 1.086, H10 1.092
2 C 1.32463 0.59447 2.75130  C1 1.497, C3 1.407, C7 1.376
3 C 1.18551 1.83846 2.10841  C2 1.407, C4 1.372, H11 1.080
4 C 2.11039 2.24145 1.17878  C3 1.372, C5 1.406, H12 1.085
5 C 3.00952 1.29249 0.66101  C4 1.406, C6 1.371, H13 1.078
6 C 3.03420 0.01515 1.15914  C5 1.371, C7 1.407, H14 1.078
7 C 2.22457 -0.32287 2.25898  C2 1.376, C6 1.407, H15 1.080
8 H -0.57173 0.20926 3.65551  C1 1.099
9 H 0.55040 1.05629 4.74288  C1 1.086
10 H 0.67115 -0.69383 4.33183  C1 1.092
11 H 0.37080 2.45931 2.45224  C3 1.080
12 H 2.16605 3.22600 0.72529  C4 1.085
13 H 3.57706 1.54032 -0.22088  C5 1.078
14 H 3.65720 -0.75063 0.72500  C6 1.078
15 H 2.27876 -1.33365 2.63488  C7 1.080
16 C -3.68468 -0.10678 -3.46797  C17 1.483, H23 1.089, H24 1.099, H25 1.092
17 C -2.56137 -0.54852 -2.60608  C16 1.483, C18 1.385, C22 1.400
18 C -1.85050 0.33836 -1.81547  C17 1.385, C19 1.394, H26 1.082
19 C -0.72469 -0.08264 -1.10916  C18 1.394, C20 1.384, H27 1.080
20 C -0.41578 -1.43096 -1.05889  C19 1.384, C21 1.386, H28 1.085
21 C -1.18070 -2.35840 -1.74797  C20 1.386, C22 1.385, H29 1.084
22 C -2.28005 -1.91268 -2.46319  C17 1.400, C21 1.385, H30 1.080
23 H -4.13652 -0.93292 -4.01406  C16 1.089
24 H -3.39365 0.53083 -4.31390  C16 1.099
25 H -4.46391 0.45903 -2.95291  C16 1.092
26 H -2.15005 1.37782 -1.78186  C18 1.082
27 H -0.15870 0.66328 -0.57041  C19 1.080
28 H 0.41281 -1.75833 -0.43915  C20 1.085
29 H -0.92507 -3.41152 -1.73971  C21 1.084
30 H -2.90959 -2.58319 -3.02932  C22 1.080

These are the natural (NBO) partial charges, in e, on atoms 1 to 5: -0.63, -0.02, -0.21, -0.21, -0.23



Energies relative to the most stable structure, in kJ/mol: model w 50.6; model x 0.0.



Model w:
Formula: C2H14NO4
Source: OMol25
Level of theory: ωB97M-V/def2-TZVPD

Output
highest occupied orbital energy = -14.7 eV
lowest unoccupied orbital energy = -2.735 eV
total charge = +1
HOMO-LUMO gap = 11.9 eV

Bonds (Å) are listed after each position.
Element x y z (Å)
1 C 1.52689 -0.83246 -0.31868  C2 1.313, N3 1.514, H4 1.083
2 C 2.43747 0.10446 -0.19336  C1 1.313, H5 1.103, H6 1.084
3 N 0.21628 -0.64816 0.41739  C1 1.514, H7 1.027, H8 1.015, H9 1.041
4 H 1.55670 -1.76261 -0.87284  C1 1.083
5 H 3.29889 0.06940 -0.88132  C2 1.103
6 H 2.35358 1.01216 0.39416  C2 1.084
7 H -0.13004 -1.58458 0.65756  N3 1.027
8 H 0.31675 -0.08992 1.25899  N3 1.015
9 H -0.36389 -0.11813 -0.26470  N3 1.041
10 H 0.39867 -3.75735 2.50196  O12 0.966
11 H -1.04316 -3.77519 2.09309  O12 0.961
12 O -0.19518 -3.41164 1.82370  H10 0.966, H11 0.961
13 H 0.16907 3.25160 0.56303  O15 0.965
14 H 0.03169 2.13610 -0.44171  O15 0.988
15 O 0.01536 2.29976 0.53204  H13 0.965, H14 0.988
16 H -3.34052 0.58318 -0.63385  O18 0.962
17 H -2.21016 1.24281 0.16822  O18 0.967
18 O -2.42340 0.46701 -0.36900  H16 0.962, H17 0.967
19 H -1.46420 1.71807 -2.10725  O21 0.965
20 H -0.14608 1.94810 -2.82432  O21 0.965
21 O -0.50984 1.66324 -1.97763  H19 0.965, H20 0.965

These are the natural (NBO) partial charges, in e, on atoms 1 to 5: -0.06, -0.36, -0.73, 0.24, 0.24



Model x:
Formula: C2H14NO4
Source: OMol25
Level of theory: ωB97M-V/def2-TZVPD

Output
highest occupied orbital energy = -14.5 eV
lowest unoccupied orbital energy = -2.867 eV
total charge = +1
HOMO-LUMO gap = 11.7 eV

Bonds (Å) are listed after each position.
Element x y z (Å)
1 C 0.31544 -1.38547 1.36921  O2 1.410, C3 1.531, H5 1.088, H6 1.096
2 O 1.05376 -0.42732 0.64536  C1 1.410, H7 0.971
3 C -1.13088 -1.11291 0.94584  C1 1.531, N4 1.528, H8 1.108, H9 1.093
4 N -1.16344 -0.76097 -0.54078  C3 1.528, H10 1.035, H11 1.014, H12 1.052
5 H 0.30705 -1.26187 2.45063  C1 1.088
6 H 0.74709 -2.36443 1.12942  C1 1.096
7 H 1.63882 -0.75904 -0.05556  O2 0.971
8 H -1.84098 -1.95955 1.02478  C3 1.108
9 H -1.48578 -0.20894 1.44644  C3 1.093
10 H -2.07311 -0.94627 -0.99842  N4 1.035
11 H -0.52733 -1.33749 -1.07983  N4 1.014
12 H -0.89779 0.24175 -0.71638  N4 1.052
13 H 1.79507 -1.10441 -2.74816  O15 0.970
14 H 1.10153 0.26885 -2.44892  O15 0.969
15 O 1.13235 -0.66503 -2.19307  H13 0.970, H14 0.969
16 H 0.84983 2.03684 1.81147  O18 0.965
17 H -0.12921 3.25163 1.69377  O18 0.963
18 O 0.05879 2.36533 1.36668  H16 0.965, H17 0.963
19 H -0.10309 2.53924 -1.63698  O21 0.969
20 H 0.25859 1.89839 -0.25401  O21 0.993
21 O 0.09330 1.69163 -1.21150  H19 0.969, H20 0.993

These are the natural (NBO) partial charges, in e, on atoms 1 to 5: -0.08, -0.76, -0.24, -0.71, 0.20



Energies relative to the most stable structure, in kJ/mol: model w 48.3; model x 0.0.



Model w:
Formula: C2H14NO4
Source: OMol25
Level of theory: ωB97M-V/def2-TZVPD

Output
highest occupied orbital energy = -13.7 eV
lowest unoccupied orbital energy = -2.892 eV
total charge = +1
HOMO-LUMO gap = 10.8 eV

Bonds (Å) are listed after each position.
Element x y z (Å)
1 C 1.65762 -0.10955 1.88790  C2 1.394, N3 1.490, H4 1.080
2 C 1.99138 -1.46199 1.95023  C1 1.394, H5 1.045, H6 1.038
3 N 0.63863 0.33693 0.89661  C1 1.490, H7 0.969, H8 1.113, H9 1.002
4 H 2.21530 0.50214 2.58108  C1 1.080
5 H 2.69126 -1.85611 2.61902  C2 1.045
6 H 1.68423 -2.21863 1.30981  C2 1.038
7 H 0.76490 0.14012 -0.04339  N3 0.969
8 H -0.33518 -0.04101 1.28085  N3 1.113
9 H 0.61514 1.33504 0.98393  N3 1.002
10 H 1.09675 -3.17808 -4.40706  O12 0.980
11 H 0.28664 -4.37763 -3.92572  O12 0.950
12 O 0.71733 -3.59401 -3.60497  H10 0.980, H11 0.950
13 H -0.38192 2.05776 -1.13078  O15 0.992
14 H -1.77242 1.65753 -0.90684  O15 1.009
15 O -0.85378 1.33926 -0.63538  H13 0.992, H14 1.009
16 H -2.18816 -1.64777 1.18894  O18 0.971
17 H -2.19801 -1.10598 2.64469  O18 1.011
18 O -1.57806 -1.35701 1.88647  H16 0.971, H17 1.011
19 H -1.71053 4.23733 -2.26520  O21 0.960
20 H -1.76179 5.14258 -0.99559  O21 1.013
21 O -1.57933 4.19905 -1.31461  H19 0.960, H20 1.013

These are the natural (NBO) partial charges, in e, on atoms 1 to 5: -0.12, -0.29, -0.71, 0.25, 0.22



Model x:
Formula: C2H14NO4
Source: OMol25
Level of theory: ωB97M-V/def2-TZVPD

Output
highest occupied orbital energy = -14.3 eV
lowest unoccupied orbital energy = -2.920 eV
total charge = +1
HOMO-LUMO gap = 11.4 eV

Bonds (Å) are listed after each position.
Element x y z (Å)
1 C 1.10067 0.35738 1.13248  O2 1.429, C3 1.592, H5 1.170, H6 1.140
2 O 0.61995 1.69297 0.96500  C1 1.429, H7 0.932
3 C -0.04456 -0.45962 1.87743  C1 1.592, N4 1.466, H8 1.119, H9 1.065
4 N -1.03844 -0.84593 0.87196  C3 1.466, H10 1.094, H11 1.088, H12 1.110
5 H 2.15993 0.44772 1.62201  C1 1.170
6 H 1.15885 0.01452 0.04701  C1 1.140
7 H 1.33570 2.25990 1.15106  O2 0.932
8 H 0.32717 -1.37041 2.41105  C3 1.119
9 H -0.35034 0.23701 2.62227  C3 1.065
10 H -0.54983 -1.33421 0.02371  N4 1.094
11 H -1.52558 -0.01487 0.36614  N4 1.088
12 H -1.84052 -1.43685 1.36125  N4 1.110
13 H -0.00504 -2.17684 -2.03612  O15 0.931
14 H 0.93375 -1.11220 -1.69587  O15 0.935
15 O 0.31879 -1.69838 -1.30566  H13 0.931, H14 0.935
16 H -2.24291 1.72647 -0.97675  O18 0.987
17 H -2.82020 0.33211 -1.60255  O18 0.999
18 O -2.28696 0.74657 -0.86676  H16 0.987, H17 0.999
19 H 1.13650 1.17039 -1.39628  O21 0.974
20 H 2.25985 0.97118 -2.50967  O21 1.119
21 O 1.35323 0.49312 -2.06170  H19 0.974, H20 1.119

These are the natural (NBO) partial charges, in e, on atoms 1 to 5: -0.10, -0.75, -0.26, -0.77, 0.22



Energies relative to the most stable structure, in kJ/mol: model w 55.8; model x 0.0.



Model w:
Formula: C3H2N2O3
Source: OMol25
Level of theory: ωB97M-V/def2-TZVPD

Output
highest occupied orbital energy = -10.3 eV
lowest unoccupied orbital energy = -0.404 eV
HOMO-LUMO gap = 9.9 eV

Bonds (Å) are listed after each position.
Element x y z (Å)
1 O -1.74411 1.58174 -0.08221  C2 1.211
2 C -0.92098 0.71898 -0.29104  O1 1.211, N3 1.314, O8 1.475
3 N -0.71195 0.07990 -1.41993  C2 1.314, C4 1.285
4 C 0.16344 -0.86122 -1.42740  N3 1.285, N5 1.409, H9 1.048
5 N 1.17863 -0.89561 -0.45151  C4 1.409, C6 1.295
6 C 0.70141 -0.40468 0.64740  N5 1.295, O7 1.229, O8 1.248
7 O 1.38006 -0.35043 1.67095  C6 1.229, H10 1.208
8 O -0.37400 0.14931 0.95442  C2 1.475, C6 1.248
9 H 0.43828 -1.45138 -2.24812  C4 1.048
10 H 2.53622 -0.60210 1.42924  O7 1.208

These are the natural (NBO) partial charges, in e, on atoms 1 to 5: -0.51, 0.82, -0.54, 0.35, -0.62



Model x:
Formula: C3H2N2O3
Source: OMol25
Level of theory: ωB97M-V/def2-TZVPD

Output
highest occupied orbital energy = -9.8 eV
lowest unoccupied orbital energy = -0.916 eV
HOMO-LUMO gap = 8.9 eV

Bonds (Å) are listed after each position.
Element x y z (Å)
1 O 2.39754 -1.34879 0.06105  C2 1.223
2 C 1.52790 -0.51310 -0.14381  O1 1.223, N3 1.382, O8 1.500
3 N 1.80835 0.83905 -0.20963  C2 1.382, N4 1.299
4 N 0.74567 1.57421 -0.08084  N3 1.299, C5 1.395
5 C -0.58453 1.18305 0.07472  N4 1.395, C6 1.390, H9 1.186
6 C -0.81468 -0.17776 -0.09332  C5 1.390, O7 1.349, O8 1.265
7 O -1.99932 -0.81770 -0.17427  C6 1.349, H10 1.135
8 O 0.12059 -1.02912 -0.08166  C2 1.500, C6 1.265
9 H -1.21110 2.14748 0.36599  C5 1.186
10 H -1.99041 -1.85732 0.28178  O7 1.135

These are the natural (NBO) partial charges, in e, on atoms 1 to 5: -0.52, 0.79, -0.26, -0.09, -0.28



Energies relative to the most stable structure, in kJ/mol: model w 0.0; model x 113.4.



Model w:
Formula: C2H9NO2
Source: OMol25
Level of theory: ωB97M-V/def2-TZVPD

Output
highest occupied orbital energy = -8.5 eV
lowest unoccupied orbital energy = 0.642 eV
HOMO-LUMO gap = 9.2 eV

Bonds (Å) are listed after each position.
Element x y z (Å)
1 C 0.15464 0.54150 1.17244  N2 1.455, H5 1.164, H6 1.089, H7 1.145
2 N -0.52807 -0.43493 0.33705  C1 1.455, C3 1.442, H8 1.070
3 C -1.70328 0.02134 -0.36305  N2 1.442, O4 1.406, H9 1.132, H10 1.101
4 O -1.60852 1.25111 -1.03708  C3 1.406, H11 0.970
5 H 1.12499 0.15897 1.69002  C1 1.164
6 H 0.28536 1.53430 0.74319  C1 1.089
7 H -0.44523 0.73402 2.12901  C1 1.145
8 H -0.21546 -1.45068 0.45985  N2 1.070
9 H -2.38773 -0.01061 0.53862  C3 1.132
10 H -1.93520 -0.80641 -1.05163  C3 1.101
11 H -0.83080 1.13998 -1.60658  O4 0.970
12 O 2.83629 -0.66657 -1.32820  H13 0.996, H14 0.967
13 H 2.86033 -1.64807 -1.15964  O12 0.996
14 H 2.39268 -0.36395 -0.52403  O12 0.967

These are the natural (NBO) partial charges, in e, on atoms 1 to 5: -0.44, -0.71, 0.09, -0.70, 0.20



Model x:
Formula: C2H9NO2
Source: OMol25
Level of theory: ωB97M-V/def2-TZVPD

Output
highest occupied orbital energy = -9.9 eV
lowest unoccupied orbital energy = 0.715 eV
HOMO-LUMO gap = 10.6 eV

Bonds (Å) are listed after each position.
Element x y z (Å)
1 N -1.28012 0.00957 -0.88478  C2 1.518, H4 1.012, H5 1.050
2 C -0.44307 -1.04498 -1.58601  N1 1.518, O3 1.407, H6 1.099, H7 1.087
3 O -1.18909 -2.07658 -2.18409  C2 1.407, H8 0.966
4 H -1.24458 0.86123 -1.43019  N1 1.012
5 H -0.70855 0.25161 -0.03784  N1 1.050
6 H 0.40450 -0.66780 -2.17580  C2 1.099
7 H -0.00722 -1.63992 -0.78804  C2 1.087
8 H -2.09230 -1.79326 -2.37765  O3 0.966
9 C 0.92978 1.21837 2.12868  O10 1.431, H11 1.088, H12 1.101, H13 1.093
10 O 1.36891 0.92104 0.79945  C9 1.431, H14 0.966
11 H 0.57613 2.24747 2.15354  C9 1.088
12 H 0.28405 0.45626 2.59056  C9 1.101
13 H 1.73193 1.24586 2.87017  C9 1.093
14 H 1.66963 0.01113 0.92199  O10 0.966

These are the natural (NBO) partial charges, in e, on atoms 1 to 5: -0.86, 0.08, -0.73, 0.35, 0.38



Model y:
Formula: C2H9NO2
Source: OMol25
Level of theory: ωB97M-V/def2-TZVPD

Output
highest occupied orbital energy = -8.4 eV
lowest unoccupied orbital energy = 0.610 eV
HOMO-LUMO gap = 9.1 eV

Bonds (Å) are listed after each position.
Element x y z (Å)
1 C -2.04204 -0.69482 0.52836  C2 1.353, H4 1.063, H5 1.103
2 C -0.82432 -0.16117 0.27839  C1 1.353, N3 1.394, H6 1.076
3 N -0.31593 0.52884 -0.82134  C2 1.394, H7 0.976, H8 1.068
4 H -2.75817 -0.05939 0.06726  C1 1.063
5 H -2.29853 -1.36940 1.36189  C1 1.103
6 H -0.02858 -0.28309 0.99201  C2 1.076
7 H -0.34358 0.04726 -1.66955  N3 0.976
8 H 0.66791 0.89614 -0.62642  N3 1.068
9 O -0.66424 1.82542 5.48233  H10 0.999, H11 0.911
10 H -0.70606 1.86300 4.48499  O9 0.999
11 H -0.69540 0.97623 5.80944  O9 0.911
12 O 3.16664 -1.55555 -5.22808  H13 0.957, H14 1.009
13 H 2.95004 -2.02677 -6.03288  O12 0.957
14 H 2.60279 -0.76896 -5.51179  O12 1.009

These are the natural (NBO) partial charges, in e, on atoms 1 to 5: -0.53, 0.04, -0.83, 0.20, 0.22



Energies relative to the most stable structure, in kJ/mol: model w 18.0; model x 0.0; model y 55.2.